Density functional theory data (the ωB97M-V functional and the def2-TZVPD basis) for C2HCuO3 as an isolated structure in a non-equilibrium geometry.

Positions of all 7 atoms, in Å:
C (0.15542, -0.28523, -1.52872)
O (0.78964, -1.19672, -0.86279)
C (0.65254, -0.28178, 0.65981)
O (-0.10345, 0.57717, 0.05944)
O (0.88768, -0.64816, 1.74138)
Cu (-2.25547, 0.85474, -0.10324)
H (0.60084, 0.29527, -2.35545)

Summary:
E_HOMO (alpha / beta): -13.990 / -16.552 eV
energy relative to the best compared isomer or geometry (same formula, charge and spin): 50.7 kcal per mole
total energy: -1942.54947 a.u.
molecular weight: 136.6 g mol⁻¹
2S+1: 2
F_max: 0.061 hartree/bohr
total charge: +1
Kohn-Sham gap (alpha / beta): 7.4 / 9.7 eV

Density functional theory data (the ωB97M-V functional and the def2-TZVPD basis) for C27H27BiF5N3S4 as an isolated structure.

Positions of all 67 atoms, in Å:
Bi (-0.03605, -0.49892, -0.65351)
C (2.31070, -1.44499, 2.82518)
C (1.37447, -0.78266, 3.82436)
S (-0.18528, -0.20042, 3.07863)
C (-0.33223, 1.49722, 3.71818)
C (0.73440, 2.49848, 3.28687)
S (1.06807, 2.50583, 1.49157)
C (2.88006, 2.34256, 1.48691)
C (3.44082, 1.08584, 2.13876)
S (2.82398, -0.46119, 1.38284)
H (1.83560, -2.31132, 2.36089)
H (3.20629, -1.78575, 3.34613)
H (1.84650, 0.06415, 4.32092)
H (1.11625, -1.51485, 4.58990)
H (-0.35821, 1.44224, 4.80710)
H (-1.31626, 1.80518, 3.36364)
H (1.67858, 2.29849, 3.79090)
H (0.41186, 3.50119, 3.56669)
H (3.29732, 3.22618, 1.97148)
H (3.14374, 2.37518, 0.42915)
H (3.21045, 1.05300, 3.20165)
H (4.52575, 1.09134, 2.03280)
F (-4.81312, 4.27913, -3.55760)
C (-3.81552, 3.40440, -3.45618)
C (-3.35107, 3.00862, -2.21756)
F (-3.90676, 3.50357, -1.10867)
C (-2.31208, 2.10073, -2.12269)
F (-1.91655, 1.74767, -0.88685)
C (-1.69038, 1.54596, -3.23618)
S (-0.37904, 0.39537, -3.19168)
C (-2.19353, 1.96344, -4.47495)
F (-1.66141, 1.47842, -5.59597)
C (-3.22737, 2.87171, -4.59211)
F (-3.66726, 3.23749, -5.79582)
N (-4.08445, -2.68259, 1.41007)
C (-2.74544, -2.44331, 1.40635)
N (-2.34506, -1.82959, 0.33144)
C (-3.48288, -1.64268, -0.44213)
C (-3.63845, -1.05897, -1.69866)
C (-4.91217, -1.00997, -2.22806)
C (-6.01458, -1.53431, -1.53973)
C (-5.87782, -2.12987, -0.30093)
C (-4.59583, -2.17372, 0.23294)
H (-4.60744, -3.14290, 2.13215)
H (-2.09962, -2.73773, 2.21749)
H (-2.78335, -0.67780, -2.24545)
H (-5.06401, -0.56442, -3.20263)
H (-6.99486, -1.47757, -1.99414)
H (-6.72805, -2.54713, 0.22334)
C (-0.49834, -4.56844, -1.04362)
C (0.68432, -4.36843, -1.94476)
C (1.15741, -5.38614, -2.75730)
C (2.25040, -5.18894, -3.58832)
C (2.87423, -3.95045, -3.60770)
C (2.42406, -2.90222, -2.81966)
C (3.10212, -1.56217, -2.84403)
C (1.30961, -3.09904, -1.97497)
N (0.85202, -2.10249, -1.16883)
H (-0.82275, -5.60945, -1.05164)
H (-1.33334, -3.93522, -1.35326)
H (-0.24686, -4.27384, -0.02072)
H (0.65981, -6.34988, -2.73927)
H (2.61618, -5.99468, -4.21207)
H (3.72563, -3.78818, -4.25968)
H (3.99475, -1.59476, -3.46794)
H (3.38485, -1.25227, -1.83490)
H (2.42950, -0.79715, -3.24288)

Summary:
E_HOMO: -6.732 eV
energy relative to the best compared isomer or geometry (same formula, charge and spin): 2.3 kcal per mole
total energy: -3515.97310 a.u.
molecular weight: 825.8 g mol⁻¹
F_max: 0.012 hartree/bohr
Kohn-Sham gap: 6.8 eV

Density functional theory data (the ωB97M-V functional and the def2-TZVPD basis) for a 18-piece molecular cluster, C29H14Cl68F3NO5S overall in a non-equilibrium geometry.

Positions of all 121 atoms, in Å:
C (1.22810, -1.34479, 3.67977)
C (0.08543, -1.01148, 3.88287)
C (-1.29204, -0.51018, 3.88834)
C (-1.40815, 1.03571, 4.05303)
C (-2.96721, 1.32481, 4.04724)
O (-3.31788, 2.51837, 4.08183)
O (-3.74970, 0.33708, 3.98611)
C (-0.89040, 1.33039, 5.50752)
O (-1.69879, 1.73589, 6.35843)
O (0.32823, 1.09431, 5.72121)
N (-0.86004, 1.84622, 2.97075)
C (0.34532, 2.61037, 3.19730)
C (0.18877, 4.05856, 2.65207)
C (-1.21648, 4.62527, 2.87632)
S (-1.59090, 5.81567, 1.51708)
C (-0.84343, 1.22485, 1.67317)
C (-2.24642, 0.99205, 1.13211)
O (-2.78566, 2.28525, 0.86903)
C (-2.18156, 0.25394, -0.20879)
F (-1.10226, 0.56060, -0.95815)
F (-3.26603, 0.49131, -0.97420)
F (-2.14189, -1.08660, 0.00811)
H (2.23183, -1.61696, 3.46433)
H (-1.84088, -0.89218, 3.03182)
H (-1.79271, -0.91814, 4.76804)
H (1.17712, 2.17716, 2.62270)
H (0.70028, 2.66285, 4.22059)
H (0.52041, 4.12048, 1.61395)
H (0.89352, 4.68346, 3.21463)
H (-2.00796, 3.88238, 2.84431)
H (-1.26671, 5.24335, 3.76832)
H (-1.31536, 5.05842, 0.44632)
H (-0.22009, 0.31693, 1.59888)
H (-0.37666, 1.92368, 0.97064)
H (-2.91305, 0.47107, 1.82346)
H (-3.70969, 2.29516, 1.14023)
C (3.34858, 1.06011, -0.00965)
Cl (4.60783, 0.05785, -0.75853)
Cl (2.10546, 1.43576, -1.20703)
Cl (2.62482, 0.20303, 1.34006)
Cl (4.07951, 2.56724, 0.55751)
C (-6.00963, 4.45648, 5.36790)
Cl (-7.23414, 3.22909, 4.99988)
Cl (-6.80462, 5.82193, 6.21280)
Cl (-4.76625, 3.77318, 6.37609)
Cl (-5.30981, 5.05152, 3.86143)
C (-2.17051, 5.92589, -3.01102)
Cl (-2.00426, 4.29877, -2.36042)
Cl (-2.82424, 6.99021, -1.77165)
Cl (-0.57951, 6.51214, -3.53128)
Cl (-3.28183, 5.89744, -4.39813)
C (0.53251, 4.87327, -7.51203)
Cl (0.67541, 6.00984, -8.86157)
Cl (2.06303, 4.80512, -6.62914)
Cl (-0.74681, 5.41336, -6.42063)
Cl (0.16480, 3.26162, -8.13534)
C (-1.45947, -5.08891, 2.08433)
Cl (-0.24336, -6.09541, 1.26191)
Cl (-2.73808, -4.66880, 0.93123)
Cl (-2.16847, -6.01691, 3.41322)
Cl (-0.70367, -3.63367, 2.70553)
C (2.36282, -8.21066, -1.83984)
Cl (2.59448, -9.92023, -1.45592)
Cl (1.35675, -8.06681, -3.28960)
Cl (1.56877, -7.39533, -0.49408)
Cl (3.93344, -7.45851, -2.14391)
C (-3.86685, 2.74379, -9.14868)
Cl (-3.18858, 1.11106, -9.11821)
Cl (-3.74667, 3.39652, -10.79053)
Cl (-5.56528, 2.68302, -8.66499)
Cl (-2.96458, 3.77144, -8.04118)
C (-5.92748, -2.64723, -1.73241)
Cl (-6.95375, -4.04892, -2.10056)
Cl (-6.87307, -1.43947, -0.86499)
Cl (-4.56810, -3.15477, -0.73710)
Cl (-5.32766, -1.95315, -3.24474)
C (-1.35141, -10.39662, 0.62764)
Cl (-1.61092, -8.85409, 1.42748)
Cl (-2.70295, -11.49171, 0.96839)
Cl (-1.23072, -10.13988, -1.11760)
Cl (0.15014, -11.12170, 1.22136)
C (5.71530, 4.37319, -5.17177)
Cl (4.76544, 2.94525, -5.59405)
Cl (4.69509, 5.52564, -4.30562)
Cl (7.06936, 3.88517, -4.14894)
Cl (6.33564, 5.13363, -6.64299)
C (0.17389, -9.48621, 6.06747)
Cl (0.12976, -8.38661, 4.69287)
Cl (1.76383, -9.40912, 6.83441)
Cl (-1.06936, -9.04951, 7.24163)
Cl (-0.12679, -11.14167, 5.50126)
C (-0.52267, 7.37541, 6.39067)
Cl (0.11806, 5.77796, 6.03788)
Cl (-1.72049, 7.26197, 7.68468)
Cl (0.80031, 8.44545, 6.90885)
Cl (-1.28673, 8.05267, 4.94871)
C (7.50814, -1.23847, -3.40844)
Cl (7.41143, 0.40390, -4.05122)
Cl (7.89253, -1.15442, -1.68971)
Cl (5.95781, -2.05086, -3.62947)
Cl (8.77395, -2.13847, -4.25803)
C (5.62297, 3.17952, -10.20246)
Cl (5.75239, 4.32584, -11.54475)
Cl (7.18505, 3.05864, -9.38664)
Cl (4.38849, 3.73448, -9.07304)
Cl (5.17247, 1.58976, -10.83109)
C (0.76368, -4.35578, 6.78250)
Cl (2.47468, -4.76772, 7.04131)
Cl (-0.11422, -5.84654, 6.37941)
Cl (0.09961, -3.65446, 8.26108)
Cl (0.63748, -3.18070, 5.45558)
C (6.60831, 5.88446, 0.53947)
Cl (7.58332, 4.44984, 0.87837)
Cl (6.14640, 5.88495, -1.16743)
Cl (5.16253, 5.86482, 1.54263)
Cl (7.55821, 7.33697, 0.89186)
C (-3.07491, -10.35295, -4.88588)
Cl (-4.36304, -9.16663, -4.67935)
Cl (-1.57151, -9.71050, -4.22267)
Cl (-3.49999, -11.84225, -4.03496)
Cl (-2.85912, -10.69885, -6.60754)

Summary:
E_HOMO: -2.151 eV
total energy: -33535.04003 a.u.
molecular weight: 2956.3 g mol⁻¹
F_max: 0.034 hartree/bohr
total charge: -2
Kohn-Sham gap: 4.2 eV

Density functional theory data (the ωB97M-V functional and the def2-TZVPD basis) for a 5-piece molecular cluster, H10O4S overall in a non-equilibrium geometry.

Positions of all 15 atoms, in Å:
S (-3.10213, 2.07070, -0.62140)
H (-3.05090, 2.71663, -1.81389)
H (-3.76837, 1.02832, -1.05092)
H (-1.31229, 0.99102, 1.51150)
H (-0.13839, 0.64933, 0.58391)
O (-0.56050, 0.36220, 1.38705)
H (1.86395, -3.67319, 0.24599)
H (1.91887, -5.09600, 0.07369)
O (1.25631, -4.42400, 0.23249)
H (1.65886, -0.15702, 1.16643)
H (2.83744, -1.08354, 1.65430)
O (2.29083, -0.83798, 0.91251)
H (0.23125, 2.93391, -2.01283)
H (-0.51391, 2.14657, -1.04406)
O (0.38897, 2.37306, -1.22475)

Summary:
structure (SMILES): O.O.O.O.S
E_HOMO: -10.621 eV
energy relative to the best compared isomer or geometry (same formula, charge and spin): 22.1 kcal per mole
total energy: -705.11179 a.u.
molecular weight: 106.1 g mol⁻¹
F_max: 0.027 hartree/bohr
Kohn-Sham gap: 10.9 eV